{
  "formula": "C49H117N4O7P",
  "method": "wB97M-V/def2-TZVPD",
  "symbols": ["P", "O", "O", "O", "O", "O", "O", "O", "N", "N", "N", "N", "C", "C", "C", "C", "C", "C", "C", "C", "C", "C", "C", "C", "C", "C", "C", "C", "C", "C", "C", "C", "C", "C", "C", "C", "C", "C", "C", "C", "C", "C", "C", "C", "C", "C", "C", "C", "C", "C", "C", "C", "C", "C", "C", "C", "C", "C", "C", "C", "C", "H", "H", "H", "H", "H", "H", "H", "H", "H", "H", "H", "H", "H", "H", "H", "H", "H", "H", "H", "H", "H", "H", "H", "H", "H", "H", "H", "H", "H", "H", "H", "H", "H", "H", "H", "H", "H", "H", "H", "H", "H", "H", "H", "H", "H", "H", "H", "H", "H", "H", "H", "H", "H", "H", "H", "H", "H", "H", "H", "H", "H", "H", "H", "H", "H", "H", "H", "H", "H", "H", "H", "H", "H", "H", "H", "H", "H", "H", "H", "H", "H", "H", "H", "H", "H", "H", "H", "H", "H", "H", "H", "H", "H", "H", "H", "H", "H", "H", "H", "H", "H", "H", "H", "H", "H", "H", "H", "H", "H", "H", "H", "H", "H", "H", "H", "H", "H"],
  "xyz": [[1.39025, 1.66876, 4.17726], [-6.62943, -2.98194, -1.61864], [3.82277, -5.05399, -0.34212], [-3.15693, 2.20248, -0.93047], [2.09303, -0.37496, -1.36842], [1.20134, -2.35214, -0.60552], [0.34683, -0.51853, -0.01082], [1.02792, 3.48083, -3.90198], [1.42200, 0.87477, -5.45982], [-3.60892, -2.83032, -2.24189], [6.07789, -3.50979, 1.45021], [-6.01296, 2.92123, -1.93435], [2.85934, 1.14554, -4.84321], [1.40890, 3.17188, -2.57491], [6.06494, -2.00422, 1.23027], [2.83330, -5.06175, -1.38297], [7.13286, -5.30345, 3.09174], [1.30287, -1.02256, -0.62589], [2.39934, 4.03164, 7.52879], [-3.95328, -4.02336, -3.12968], [0.36428, -1.23931, 7.04596], [-5.95645, 2.16812, -3.27785], [3.63184, -3.97232, 0.55598], [4.62054, -3.99179, 1.74566], [1.50784, -1.64899, -4.73251], [2.38127, 2.65502, 5.33006], [-3.42395, 1.28163, 2.78621], [1.34740, -0.61918, -5.91824], [-3.63938, -3.25820, -0.72521], [-2.20216, -2.34078, -2.64730], [-6.16431, 1.86464, -0.77613], [6.68301, -4.25193, 0.22745], [3.14925, 1.87833, 2.10523], [6.98327, -3.85483, 2.66489], [0.28593, 1.51620, -7.79018], [-7.54779, -2.23585, -0.77603], [-0.94267, 2.03295, 2.53262], [-5.69876, 3.00789, -4.53699], [-4.65510, -1.71145, -2.46471], [0.21758, 2.79054, 3.33891], [-0.28295, -0.44583, 8.25982], [-6.15952, -2.15987, -2.65766], [-1.99650, 1.34809, -1.03780], [0.21527, 1.15565, -4.48875], [-4.73896, 3.90135, -1.80307], [3.26475, 5.15646, 6.88428], [-2.95723, -2.30401, 0.34796], [1.42105, 1.74921, -6.79912], [-1.14293, -3.41847, -2.52191], [-0.08584, 2.64189, -4.33136], [8.12952, -3.85549, -0.10841], [4.84544, 1.85105, 0.13296], [-3.42544, 3.13927, -2.00148], [1.58154, 3.24768, 6.48398], [-2.25881, 2.12346, 3.26794], [4.34338, 1.24731, 1.44806], [1.28759, -0.47145, 6.16703], [-7.24084, 3.86559, -2.03814], [0.53052, 0.40432, 5.17237], [2.40062, 0.84739, 2.97272], [-6.34510, 2.39091, 0.63694], [-7.21379, 3.03756, 0.76075], [-4.28748, -1.14643, -3.32127], [-2.60768, 3.85994, -1.99706], [-3.32981, -4.91188, -3.03010], [-7.37728, 4.27965, -1.03912], [-0.64874, 1.74031, -7.27611], [-2.11431, 0.69558, -1.90293], [5.56526, 1.12308, -0.24125], [3.59796, 0.77654, -5.55481], [4.02913, 1.96521, -0.58028], [2.34082, 1.47556, -7.31606], [2.58717, 5.73732, 6.25851], [-8.39896, -1.77092, -1.27348], [-7.99916, -2.84417, 0.00774], [-0.59182, 1.02547, 2.30911], [8.88536, -4.03820, 0.65541], [2.90867, -5.94608, -2.01574], [0.26978, 0.46966, 8.47070], [1.96136, 0.12058, 6.78642], [-3.81964, -3.66756, -4.15126], [4.01828, 0.22339, 1.26371], [2.53941, 2.48162, 1.43275], [3.53033, 2.65340, 2.77016], [-4.78607, 4.49032, -0.88710], [1.73787, 4.46537, 8.27872], [0.51115, 3.38293, -1.99387], [-3.46549, -1.34017, 0.31957], [-0.98826, 2.90600, -3.78002], [7.63803, -5.89456, 2.32787], [3.09310, -4.19300, -1.98785], [-4.66663, -3.56588, -0.52976], [2.78264, 3.49987, 4.77041], [-2.05510, -1.44796, -2.03957], [-3.06530, -2.69867, 1.35824], [7.81018, -5.30996, 3.94572], [-1.88987, 0.71003, -0.16053], [6.53601, -5.32831, 0.31631], [2.44922, -1.79002, -4.20147], [-1.33221, -4.23238, -3.22179], [5.61975, -1.44008, 2.04982], [0.02730, -0.22260, 4.43629], [1.95221, -1.09916, 5.57341], [3.06185, 3.32515, 8.02885], [-0.42819, 3.01201, -5.29776], [1.82926, -4.84048, -1.02098], [-5.71238, 2.38857, -5.43385], [0.78729, 3.93816, 6.20028], [-0.34987, -0.94434, 9.22682], [-6.99804, 1.84702, -3.26796], [-5.49362, 2.94674, 1.02955], [2.16342, -0.79952, -6.61801], [2.63192, -4.12977, 0.96027], [-0.09477, 3.52668, 4.07961], [8.60932, -4.39174, -0.92713], [-6.93049, 1.14277, -1.05894], [5.69060, -1.78005, 0.23142], [1.66947, 2.77914, -6.54294], [-4.96230, -4.40051, -2.96311], [8.41441, -2.83161, -0.35051], [-0.69705, 0.84485, -4.99784], [2.89375, 2.22269, -4.67991], [-4.56449, -1.06506, -1.59173], [7.10260, -1.67591, 1.29011], [-3.46737, 1.22241, 1.69868], [-0.97417, -3.95000, -1.58537], [-3.39992, 0.27793, 3.21061], [-6.98017, -1.34923, -0.49351], [6.51642, -3.29525, 3.47545], [-0.38895, -1.81068, 6.50349], [-8.11858, 3.24423, -2.21590], [-6.20774, -2.71629, -3.59370], [-2.67647, 3.12703, 3.34865], [-1.06472, 1.91315, -1.06236], [0.24075, 0.61274, -3.54392], [7.89320, -3.30247, 2.43029], [0.45787, -0.74233, -6.53603], [-6.58451, 3.63643, -4.62911], [-0.18738, -3.08809, -2.92921], [0.84982, -1.46066, -3.88420], [-4.36806, 1.71133, 3.12104], [-6.73020, -1.27781, -2.94818], [3.63517, -3.00722, 0.04934], [5.20795, 1.21339, 2.11098], [1.79150, 0.17964, 2.36347], [-2.03965, 1.94093, 4.31996], [0.42024, 2.33541, -8.49655], [1.03802, 2.40107, 6.90344], [-3.43108, 2.71189, -3.00418], [3.20240, 2.01424, 5.65136], [-5.28785, 1.21664, -0.77667], [-2.31522, -1.93018, -3.65066], [6.00890, -3.90709, -0.55661], [-1.90067, -2.08774, 0.18975], [3.69922, 5.84383, 7.61014], [0.40397, -2.14862, -0.11119], [3.12295, 0.26541, 3.54511], [2.26081, 3.63452, -2.07660], [-7.04660, 4.57186, -2.84533], [-1.03513, 2.63933, 1.63159], [0.29766, 0.53777, -8.27042], [-0.19866, 0.98891, 5.73330], [0.91783, -2.00807, 7.58512], [1.15270, -2.60442, -5.11871], [2.91768, 0.63092, -3.88411], [-1.35174, -0.25156, 8.17005], [-2.99020, -4.13378, -0.72181], [-6.55991, 1.56564, 1.31583], [4.03054, 4.62983, 6.31480], [5.36004, 2.79927, 0.28848], [-4.76114, 3.56371, -4.53072], [6.34981, -5.77325, 3.68689], [-4.79951, 4.66909, -2.57444], [4.25554, -3.33687, 2.53683], [0.95220, 3.38866, 2.79976], [-5.30401, 1.30538, -3.14335], [1.66299, 2.11204, -2.55812], [4.79804, -5.01449, 2.07838]],
  "forces_ev_per_a": [[-0.89, -0.02, 1.39], [-1.15, 0.99, -0.06], [0.15, -0.37, 0.26], [-0.54, 0.02, -0.36], [0.10, -1.48, 0.86], [1.27, -1.46, -0.43], [-1.60, 1.43, 1.80], [-0.38, -0.19, -1.21], [0.52, -0.36, -0.67], [-0.47, -0.59, 0.60], [-0.15, -0.71, 0.29], [0.93, 1.56, -0.16], [-1.93, -0.13, 0.11], [-0.97, -1.28, 0.45], [1.44, -0.67, 0.11], [0.88, 1.28, -0.12], [1.04, 0.30, 0.37], [1.53, 3.79, -3.51], [0.80, -0.01, -0.15], [-0.20, 0.04, -0.13], [-0.84, -0.93, 2.58], [-0.53, 0.01, 0.68], [0.18, -0.66, 0.23], [1.08, -0.40, -1.25], [-1.31, 0.36, -0.30], [-0.05, 0.79, -0.79], [-0.09, -0.54, 0.12], [1.08, 0.05, 1.49], [1.79, -0.25, 0.06], [-0.91, 0.25, 0.89], [0.59, 0.01, -0.28], [-0.27, 1.56, -0.74], [0.45, 0.99, 1.00], [-1.32, 1.23, 0.43], [0.10, 1.05, 1.29], [0.28, 0.57, -0.41], [1.22, 2.11, 0.24], [-0.58, -0.22, 0.64], [-0.11, -0.41, 0.40], [0.24, -0.99, 0.42], [-0.39, 0.06, -0.51], [1.88, -0.74, -0.99], [-0.37, 0.58, -0.11], [-0.04, 0.79, -0.82], [-0.33, -1.43, 0.26], [-1.03, -1.03, 0.31], [-1.24, 0.29, -1.42], [0.79, -1.00, 0.36], [0.33, -0.74, -1.21], [1.48, 1.58, -0.31], [1.39, 0.04, 0.45], [-0.17, -0.35, 0.48], [0.55, -0.17, 1.13], [-0.63, -0.17, 0.75], [-0.40, 0.21, 1.25], [0.12, -0.43, -0.89], [0.94, 0.73, -0.85], [0.71, -1.26, 1.03], [-0.26, 0.79, -0.22], [0.21, 0.71, -0.60], [-0.56, 0.67, -0.04], [-0.09, 0.05, -0.22], [-0.29, -0.04, -0.20], [-0.02, 0.39, -0.10], [0.40, 0.52, 0.56], [0.14, 0.54, -0.37], [-0.36, -0.34, -0.30], [0.24, 0.03, -0.30], [0.08, 0.26, -0.41], [-0.19, 0.11, 0.07], [0.08, -0.03, -0.07], [0.16, -0.55, 0.28], [0.30, 0.16, -0.36], [-0.12, -0.56, -0.86], [0.78, -0.03, 0.10], [-0.32, -0.06, -0.24], [-0.42, -0.48, 0.62], [0.05, -0.12, 0.56], [-0.14, 0.20, -0.17], [-0.02, 0.22, 0.10], [-0.29, -0.05, -0.04], [0.32, -0.30, -0.32], [-0.38, -0.68, -0.35], [0.10, 0.17, 0.27], [-0.19, -0.63, 0.34], [-0.13, -0.20, -0.06], [0.14, -0.25, 0.70], [-0.02, 0.18, 0.27], [0.03, -0.76, 0.96], [-0.50, -0.38, 0.14], [-0.23, 0.10, -0.53], [0.14, 0.33, 0.11], [0.40, -0.16, -0.25], [0.38, -0.23, 0.36], [-0.22, -0.29, -0.23], [0.82, 0.51, -0.22], [-0.46, 0.18, 0.11], [0.04, 0.20, 0.40], [0.43, 0.36, -0.83], [-0.45, -0.02, -0.13], [-0.67, -0.53, -0.14], [-0.36, -0.06, 0.09], [-0.02, -0.46, 0.15], [0.04, 0.04, 0.27], [0.76, 0.25, -0.35], [-0.09, -0.50, 0.28], [0.06, -0.27, 0.21], [0.01, -0.01, -0.78], [0.83, -0.71, -0.21], [0.17, -0.66, -0.66], [0.17, -0.20, -0.21], [0.21, 0.39, 0.08], [-0.12, 0.46, 0.45], [-0.61, -0.28, 0.19], [-0.87, -0.47, -0.30], [-0.66, 0.64, -0.25], [-0.28, 0.02, 0.30], [-0.88, 0.07, 0.41], [-0.03, 0.51, 0.13], [-1.10, 0.41, -0.12], [0.18, -0.63, -0.32], [0.22, -0.16, -0.17], [0.04, 0.00, 0.07], [0.11, -0.09, -0.39], [0.07, -0.03, -0.13], [-0.16, 0.75, 0.30], [0.10, -0.18, -0.23], [0.05, -0.06, 1.15], [0.01, 0.06, 0.17], [-0.13, 0.25, -0.22], [0.06, 0.05, -0.28], [0.06, -0.35, 0.02], [0.67, 0.50, -0.53], [0.01, 0.10, -0.37], [0.88, -0.08, -0.18], [0.22, -0.61, 0.14], [-0.28, -0.04, 0.66], [0.44, 0.47, -0.34], [0.02, 0.50, 0.58], [-0.33, 0.43, -0.16], [0.04, 0.07, 0.03], [-0.29, 0.30, 0.82], [0.02, 0.17, -0.18], [-0.15, -0.11, 0.39], [-0.09, -0.13, -0.05], [-0.25, -0.52, 0.23], [-0.11, -0.32, -0.41], [0.03, 0.12, 0.75], [0.08, -0.60, 0.03], [0.13, 0.08, 0.22], [0.45, 0.59, -0.33], [0.12, -0.50, -0.28], [0.19, -0.33, -0.30], [0.01, -0.29, -0.29], [0.08, -0.31, 0.01], [-1.55, -2.03, 1.12], [0.09, -0.17, -0.02], [0.03, 0.90, -1.05], [-0.22, 0.04, 0.45], [0.07, -0.54, -0.47], [-0.04, 0.27, 0.02], [-0.42, -0.08, -0.09], [0.41, -0.15, -0.40], [0.34, -0.14, -0.14], [-0.01, -0.11, -0.08], [0.03, 0.58, -0.76], [-0.41, -0.29, -0.08], [0.26, -0.21, -0.16], [0.22, 0.62, -0.21], [-0.08, 0.02, -0.05], [-0.24, 0.10, 0.01], [-0.88, -0.03, -1.15], [-0.32, -0.38, -0.30], [0.05, -0.20, 0.04], [-0.29, -0.04, -0.93], [0.11, 0.13, -0.01], [-0.24, -0.27, 0.60], [-0.51, 0.05, 0.19]],
  "charge": 4,
  "energy_ha": -3022.76511,
  "lumo_energy_ev": -7.66,
  "homo_energy_ev": -16.128
}